19
Properties=species:S:1:pos:R:3:lowdin_charge:R:1 method="wB97M-V/def2-TZVPD" multiplicity=2 charge=+3 energy_ev=-62404.1335
O -0.07805 4.09297 -1.40508 0.13
C -0.10729 2.95341 -1.35232 0.03
Yb -0.13316 -0.48545 -0.91657 1.45
O -0.05394 0.06952 -4.57236 0.22
C -0.08580 -0.02273 -3.42266 -0.01
C -0.11054 -2.76293 -1.28006 0.03
O -0.09483 -3.90820 -1.37749 0.27
C -2.54284 -0.01188 -1.28287 0.02
O -3.69105 0.09084 -1.31695 0.23
C 2.27389 -0.01687 -1.41445 0.01
O 3.39984 0.07990 -1.58941 0.24
S -0.99388 0.05732 3.65550 1.20
C 0.77273 -0.02590 3.46975 -0.23
C 1.12485 -0.05816 2.12705 -0.18
N 0.02076 -0.02623 1.25752 -0.27
C -1.15021 0.03401 1.93581 -0.44
H 1.45295 -0.04473 4.31122 0.11
H 2.13074 -0.10392 1.72223 0.12
H -2.13415 0.08901 1.45114 0.08